Record 1
# C5H14NO2

A 2-piece molecular cluster, C5H14NO2 overall (ωB97M-V/def2-TZVPD, the Open Molecules 2025 dataset).

The value obtained for the frontier orbital gap is 9.50 eV. As for the net charge: +1.

Each atom is followed by the atoms it is bonded to, with distances in Å.
Positions of all 22 atoms, in Å:
1 C -0.0179 0.4161 -0.7708  O2 1.412, C3 1.540, H8 1.124, H9 1.101
2 O 0.1613 1.5380 0.0681  C1 1.412, H10 0.973
3 C -0.3104 -0.6641 0.2870  C1 1.540, C4 1.536, N7 1.555, H11 1.092
4 C 0.9280 -1.2952 0.9409  C3 1.536, C5 1.524, H12 1.093, H13 1.117
5 C 1.5736 -0.4824 2.0573  C4 1.524, C6 1.314, H14 1.086
6 C 2.6849 -0.6629 2.7353  C5 1.314, H15 1.098, H16 1.087
7 N -1.3950 -0.2650 1.3280  C3 1.555, H17 1.020, H18 1.020, H19 1.034
8 H -0.9115 0.5169 -1.4452  C1 1.124
9 H 0.9156 0.1268 -1.2781  C1 1.101
10 H 0.2334 2.3777 -0.4177  O2 0.973
11 H -0.7459 -1.5573 -0.1660  C3 1.092
12 H 1.5734 -1.4587 0.0747  C4 1.093
13 H 0.8058 -2.2555 1.4983  C4 1.117
14 H 0.9031 0.3657 2.1627  C5 1.086
15 H 3.2196 -1.6108 2.8774  C6 1.098
16 H 3.0779 0.1890 3.2842  C6 1.087
17 H -1.3959 -0.9520 2.0814  N7 1.020
18 H -1.2715 0.6410 1.7789  N7 1.020
19 H -2.2218 -0.2429 0.7068  N7 1.034
20 H -2.8008 2.4499 -5.5243  O22 0.949
21 H -2.5054 1.2631 -6.5993  O22 0.967
22 O -2.5005 1.5628 -5.6796  H20 0.949, H21 0.967

---

Record 2
# C5H23NO8

A 7-piece molecular cluster, C5H23NO8 overall (ωB97M-V/def2-TZVPD, the Open Molecules 2025 dataset).

The value obtained for the frontier orbital gap is 10.17 eV. The SMILES is CC(=O)N[C@H](C)CO.O.O.O.O.O.O.

Each atom is followed by the atoms it is bonded to, with distances in Å.
Positions of all 37 atoms, in Å:
1 C -2.3442 -0.4527 2.0820  C2 1.472, H9 1.095, H10 1.135, H11 1.136
2 C -1.6437 -0.6754 0.8061  C1 1.472, O3 1.223, N4 1.365
3 O -1.5775 -1.7797 0.2840  C2 1.223
4 N -1.1219 0.4240 0.1875  C2 1.365, C5 1.479, H12 1.018
5 C -0.2576 0.2659 -1.0028  N4 1.479, C6 1.524, C7 1.540, H13 1.141
6 C 1.2073 0.1807 -0.5898  C5 1.524, H14 1.098, H15 1.076, H16 1.137
7 C -0.4993 1.4143 -1.9996  C5 1.540, O8 1.415, H17 1.077, H18 1.128
8 O -0.5428 0.8719 -3.3061  C7 1.415, H19 0.955
9 H -2.8781 -1.3628 2.3733  C1 1.095
10 H -3.1014 0.3917 2.0484  C1 1.135
11 H -1.5735 -0.1970 2.8763  C1 1.136
12 H -0.9461 1.2933 0.6881  N4 1.018
13 H -0.5826 -0.6929 -1.5298  C5 1.141
14 H 1.8474 -0.0640 -1.4478  C6 1.098
15 H 1.3615 -0.6164 0.1163  C6 1.076
16 H 1.5766 1.1864 -0.2089  C6 1.137
17 H 0.3349 2.0937 -2.0516  C7 1.077
18 H -1.4693 1.9472 -1.7823  C7 1.128
19 H -1.3661 0.4751 -3.5838  O8 0.955
20 O 0.4818 -2.9602 -0.9861  H21 0.962, H22 1.003
21 H 0.8188 -2.5150 -1.7699  O20 0.962
22 H -0.4079 -2.5358 -0.7984  O20 1.003
23 O 1.2370 -0.2861 2.8568  H24 0.957, H25 0.906
24 H 1.0439 -1.1167 2.4229  O23 0.957
25 H 2.0908 -0.4387 3.1200  O23 0.906
26 O 0.2820 2.0846 2.0580  H27 0.943, H28 0.983
27 H 0.6584 1.2506 2.2880  O26 0.943
28 H 0.1818 2.5752 2.9040  O26 0.983
29 O 0.7051 -2.6123 1.6624  H30 0.984, H31 0.984
30 H -0.2600 -2.7797 1.7554  O29 0.984
31 H 0.8658 -2.7698 0.7044  O29 0.984
32 O 0.7760 3.5525 -0.1488  H33 0.985, H34 0.951
33 H 0.6293 2.9473 0.6149  O32 0.985
34 H 1.4839 4.1277 0.1218  O32 0.951
35 O 0.9148 -1.3863 -3.3731  H36 0.968, H37 0.974
36 H 1.6162 -1.3142 -4.0362  O35 0.968
37 H 0.4586 -0.5262 -3.3557  O35 0.974

---

Record 3
# C18H20ClNO3S

One molecule with the formula C18H20ClNO3S (ωB97M-V/def2-TZVPD, the Open Molecules 2025 dataset).

The value obtained for the frontier orbital gap is 8.80 eV. The SMILES is COc1ccc(C(=O)NCCSCc2ccc(Cl)cc2)cc1OC.

Each atom is followed by the atoms it is bonded to, with distances in Å.
Positions of all 44 atoms, in Å:
1 C -5.3897 -3.3332 -0.8451  O2 1.406, H25 1.095, H26 1.089, H27 1.095
2 O -5.3274 -2.1922 -0.0259  C1 1.406, C3 1.357
3 C -4.2755 -1.3466 -0.1686  O2 1.357, C4 1.385, C22 1.416
4 C -3.2309 -1.5127 -1.0632  C3 1.385, C5 1.388, H28 1.078
5 C -2.1938 -0.5931 -1.1269  C4 1.388, C6 1.385, H29 1.080
6 C -2.1940 0.5145 -0.2954  C5 1.385, C7 1.487, C21 1.397
7 C -1.1397 1.5637 -0.3126  C6 1.487, O8 1.216, N9 1.362
8 O -1.3504 2.7109 0.0295  C7 1.216
9 N 0.0807 1.1516 -0.7557  C7 1.362, C10 1.442, H30 1.007
10 C 1.2264 2.0270 -0.7474  N9 1.442, C11 1.527, H31 1.093, H32 1.094
11 C 2.0881 1.8068 0.4939  C10 1.527, S12 1.816, H33 1.092, H34 1.089
12 S 3.5648 2.8637 0.5129  C11 1.816, C13 1.841
13 C 4.6200 2.0102 -0.7302  S12 1.841, C14 1.490, H35 1.089, H36 1.089
14 C 4.8541 0.5883 -0.3500  C13 1.490, C15 1.390, C20 1.392
15 C 4.2461 -0.4484 -1.0486  C14 1.390, C16 1.384, H37 1.081
16 C 4.4306 -1.7658 -0.6672  C15 1.384, C17 1.385, H38 1.079
17 C 5.2267 -2.0491 0.4300  C16 1.385, Cl18 1.729, C19 1.387
18 Cl 5.4602 -3.6926 0.9146  C17 1.729
19 C 5.8372 -1.0291 1.1446  C17 1.387, C20 1.381, H39 1.078
20 C 5.6456 0.2812 0.7525  C14 1.392, C19 1.381, H40 1.080
21 C -3.2548 0.7014 0.5942  C6 1.397, C22 1.380, H41 1.078
22 C -4.2879 -0.2103 0.6765  C3 1.416, C21 1.380, O23 1.358
23 O -5.3505 -0.1167 1.5168  C22 1.358, C24 1.407
24 C -5.4292 1.0042 2.3643  O23 1.407, H42 1.095, H43 1.089, H44 1.094
25 H -4.5336 -3.9960 -0.6802  C1 1.095
26 H -6.3041 -3.8497 -0.5581  C1 1.089
27 H -5.4435 -3.0660 -1.9057  C1 1.095
28 H -3.2143 -2.3614 -1.7282  C4 1.078
29 H -1.4145 -0.7420 -1.8593  C5 1.080
30 H 0.2525 0.1650 -0.8611  N9 1.007
31 H 0.8480 3.0518 -0.7530  C10 1.093
32 H 1.8110 1.8534 -1.6558  C10 1.094
33 H 2.4170 0.7685 0.5746  C11 1.092
34 H 1.5285 2.0780 1.3883  C11 1.089
35 H 5.5442 2.5863 -0.7211  C13 1.089
36 H 4.1455 2.1038 -1.7061  C13 1.089
37 H 3.6286 -0.2281 -1.9080  C15 1.081
38 H 3.9601 -2.5671 -1.2151  C16 1.079
39 H 6.4534 -1.2621 1.9985  C19 1.078
40 H 6.1060 1.0829 1.3101  C20 1.080
41 H -3.2329 1.5875 1.2077  C21 1.078
42 H -4.5828 1.0441 3.0575  C24 1.095
43 H -6.3521 0.8800 2.9282  C24 1.089
44 H -5.4737 1.9373 1.7941  C24 1.094

---

Record 4
# C3H8N3

An isolated ion of composition C3H8N3 and charge +1 (ωB97M-V/def2-TZVPD, the Open Molecules 2025 dataset).

The value obtained for the frontier orbital gap is 11.03 eV. As for the net charge: +1. The SMILES is NN1C[N+]12CC2.

Each atom is followed by the atoms it is bonded to, with distances in Å.
Positions of all 14 atoms, in Å:
1 N 1.7124 0.7038 0.0577  N2 1.374, H7 0.992, H8 1.006
2 N 1.0152 -0.4067 0.4666  N1 1.374, C3 1.439, N4 1.361
3 C 0.6528 -1.3575 -0.5504  N2 1.439, N4 1.439, H9 1.114, H10 1.103
4 N -0.2864 -0.4644 0.0745  N2 1.361, C3 1.439, C5 1.483, C6 1.416
5 C -1.0669 0.6513 -0.5125  N4 1.483, C6 1.501, H11 1.090, H12 1.138
6 C -1.4102 0.0051 0.7975  N4 1.416, C5 1.501, H13 1.116, H14 1.109
7 H 2.6150 0.7354 0.4692  N1 0.992
8 H 1.1589 1.5252 0.2360  N1 1.006
9 H 0.9050 -1.1967 -1.6240  C3 1.114
10 H 0.6778 -2.4197 -0.2534  C3 1.103
11 H -1.8719 0.5349 -1.2374  C5 1.090
12 H -0.6512 1.7099 -0.4620  C5 1.138
13 H -1.0683 0.5081 1.7333  C6 1.116
14 H -2.3823 -0.5287 0.8048  C6 1.109

---

Record 5
# C2H15NO5

A 6-piece molecular cluster, C2H15NO5 overall (ωB97M-V/def2-TZVPD, the Open Molecules 2025 dataset).

The value obtained for the frontier orbital gap (alpha / beta) is 2.31 / 6.88 eV. As for the net charge: -1. As for the spin multiplicity: 2.

Each atom is followed by the atoms it is bonded to, with distances in Å.
Positions of all 23 atoms, in Å:
1 C -2.7604 -0.3215 -0.4327  N3 1.434, H4 1.130, H5 1.110, H6 1.097
2 C -1.0616 -1.3565 -1.9210  N3 1.268, H7 1.066, H8 1.132
3 N -1.5196 -0.9293 -0.8184  C1 1.434, C2 1.268
4 H -2.4076 0.6171 0.0879  C1 1.130
5 H -3.2112 -1.0414 0.2817  C1 1.110
6 H -3.5638 -0.0898 -1.1423  C1 1.097
7 H -0.0601 -1.7194 -1.8913  C2 1.066
8 H -1.5660 -1.4229 -2.9318  C2 1.132
9 H -1.5016 -1.9654 2.1807  O11 1.060
10 H -0.8787 -2.0483 0.7723  O11 0.960
11 O -0.6345 -2.2939 1.6678  H9 1.060, H10 0.960
12 H 0.6894 0.4887 -2.1583  O14 0.998
13 H 0.9949 2.0262 -1.8813  O14 0.975
14 O 0.2737 1.3865 -2.0308  H12 0.998, H13 0.975
15 H -0.0049 0.4525 2.5497  O17 0.998
16 H 0.6911 -0.9161 2.7973  O17 0.969
17 O 0.7930 0.0310 2.9769  H15 0.998, H16 0.969
18 H 3.2728 1.9310 -1.6768  O20 0.988
19 H 2.4254 1.8676 -0.2818  O20 0.963
20 O 2.5359 2.3021 -1.1337  H18 0.988, H19 0.963
21 H 1.9341 0.5766 1.7993  O23 0.900
22 H 3.0337 1.4247 1.9167  O23 0.925
23 O 2.5261 1.0003 1.2698  H21 0.900, H22 0.925

---

Record 6
# CH3NO2

One molecule with the formula CH3NO2 (ωB97M-V/def2-TZVPD, the Open Molecules 2025 dataset).

The value obtained for the frontier orbital gap (alpha / beta) is 9.66 / 9.58 eV.

Each atom is followed by the atoms it is bonded to, with distances in Å.
Positions of all 7 atoms, in Å:
1 C 0.2470 -0.1129 -0.0108  N2 1.382, H5 1.120, H6 1.113, H7 1.167
2 N 1.4306 -0.7834 -0.2528  C1 1.382, O4 1.702
3 O 3.7799 -0.0355 0.0387  O4 1.223
4 O 2.6268 0.3354 0.2100  N2 1.702, O3 1.223
5 H -0.4566 -0.1273 -0.8817  C1 1.120
6 H -0.5109 -0.7648 0.4790  C1 1.113
7 H 0.6243 0.9382 0.3269  C1 1.167